(1)
A structure of composition C14H40CuO12 in a non-equilibrium geometry, computed with ωB97M-V with the def2-TZVPD basis set.

Properties
Total charge ... -1
HOMO-LUMO gap (alpha / beta) ... 5.13 / 6.75 eV
Molar mass ... 464.01 g mol⁻¹
LUMO level (alpha / beta) ... 2.1 / 1.6 eV
Spin multiplicity ... 3

Geometry (Å):
1 Cu -2.18207 3.49233 -2.78162
2 C -0.01316 -0.12033 -0.72691
3 C -0.87730 1.15599 -0.71922
4 O -0.60145 2.09090 -1.74046
5 H -0.34698 -0.73657 0.10790
6 H 1.05838 0.07945 -0.72467
7 H -0.17430 -0.85476 -1.51604
8 H -0.57398 1.70574 0.17177
9 H -1.95816 1.01956 -0.68388
10 C -3.03578 5.97541 1.06950
11 C -2.75151 4.70292 0.29029
12 O -3.02365 4.59645 -1.07726
13 H -2.73556 5.98004 2.11733
14 H -4.10796 6.15346 0.98686
15 H -2.65848 6.85423 0.54661
16 H -3.24792 3.89384 0.82608
17 H -1.72052 4.40103 0.47470
18 C 3.91885 -2.33691 0.51778
19 C 3.96753 -0.80819 0.95215
20 O 5.14631 -0.27313 0.40586
21 O 3.32473 -2.43779 -0.73925
22 H 3.41436 -2.86554 1.32656
23 H 4.88506 -2.79966 0.31674
24 H 4.17197 -0.70213 2.01754
25 H 3.09199 -0.23597 0.64539
26 H 4.80955 0.02708 -0.44153
27 H 3.88240 -1.95830 -1.35625
28 C 1.30993 -1.20615 2.93300
29 C 0.69385 0.23566 2.77383
30 O 0.97081 0.91496 3.95722
31 O 0.69107 -1.94107 3.99298
32 H 2.37441 -1.18436 3.16648
33 H 1.08546 -1.76252 2.02297
34 H -0.35286 -0.03709 2.63921
35 H 1.02218 0.71221 1.85014
36 H 0.53883 0.41569 4.65415
37 H -0.13967 -2.30010 3.67272
38 C -3.95944 -0.89864 -1.19425
39 C -3.84086 -1.32356 0.28545
40 O -3.27374 -2.57706 0.52225
41 O -4.92233 -1.63803 -1.87448
42 H -3.00849 -0.97708 -1.72116
43 H -4.24891 0.15109 -1.24297
44 H -4.85813 -1.31192 0.67675
45 H -3.27785 -0.58174 0.85187
46 H -3.74193 -3.30103 0.10002
47 H -4.50690 -2.33096 -2.39300
48 C 2.92120 2.48790 -1.07878
49 C 2.45926 3.90300 -0.99061
50 O 1.11366 4.08055 -0.51716
51 O 2.36325 1.98952 -2.27068
52 H 2.66617 1.86251 -0.22325
53 H 4.00511 2.48337 -1.19373
54 H 2.53909 4.41964 -1.94707
55 H 3.01072 4.47029 -0.24083
56 H 0.55425 3.34926 -0.78894
57 H 1.40646 1.98323 -2.19249
58 C -0.41937 -3.81406 -1.66316
59 C -0.43410 -4.85372 -0.58315
60 O 0.48839 -5.83513 -1.05001
61 O -0.80181 -4.36996 -2.93751
62 H 0.59142 -3.40741 -1.63088
63 H -1.21641 -3.13219 -1.36671
64 H -1.44653 -5.25595 -0.54721
65 H -0.19126 -4.34555 0.35006
66 H 0.20411 -6.17810 -1.90040
67 H -0.03123 -4.89461 -3.16673

***

(2)
An isolated molecule of C4H9NO2, computed with ωB97M-V with the def2-TZVPD basis set.

Properties
HOMO-LUMO gap ... 10.76 eV
Molar mass ... 103.12 g mol⁻¹
LUMO level ... 0.9 eV
SMILES ... CCNC(=O)OC
Energy above the lowest of the compared OMol25 structures with the same formula, charge and spin ... 68.1 kJ/mol

Geometry (Å):
1 C 1.69492 -1.44375 -0.28231
2 C 1.04116 -0.57863 -1.40908
3 N -0.31690 -0.20707 -1.06013
4 C -0.39974 0.51883 0.08494
5 O 0.47293 1.26173 0.48769
6 O -1.57669 0.32605 0.70805
7 C -1.93835 1.44173 1.51136
8 H 1.06428 -2.27480 0.07051
9 H 2.63980 -1.86988 -0.62087
10 H 1.92605 -0.85302 0.61841
11 H 1.58705 0.36528 -1.49909
12 H 1.00803 -1.01333 -2.41965
13 H -1.08680 -0.82418 -1.27813
14 H -2.95524 1.24142 1.84128
15 H -1.26065 1.57016 2.35808
16 H -1.89985 2.33945 0.88893

***

Electronic energy / Eh: -3100.5252, -363.0596